[1]
Below is a 2-piece molecular cluster, C22H44NO4S3 overall in a non-equilibrium geometry, with properties calculated with the ωB97M-V functional and the def2-TZVPD basis.

Values from the calculation:
E_HOMO in eV: -1.52
Total charge: -1
Molar mass in g/mol: 482.8

```
74
Properties=species:S:1:pos:R:3:mulliken_charge:R:1
C -1.8152 0.2175 3.6599 -1.405
C -2.0973 0.1605 2.0975 0.331
C -1.0652 -0.8444 1.4829 -0.173
C -1.6757 -1.8470 0.4353 -1.078
N -0.8195 -1.8872 -0.7812 0.413
C -1.3801 -1.0280 -1.8548 -1.008
C -0.7345 0.4196 -1.9010 -0.177
C 0.7963 0.4013 -1.5880 0.294
C 1.5964 1.4834 -2.4408 -0.392
C 1.7230 2.8419 -1.6513 -1.369
C 3.1630 3.0022 -1.1299 -0.843
O 3.6137 1.8895 -0.2630 0.094
C 4.8311 2.3050 0.3264 -0.559
C 5.4755 1.2315 1.2673 -0.330
O 5.1444 -0.1081 0.9499 -0.379
C 3.9563 -0.5347 1.5989 0.819
C 4.0689 -0.6988 3.1446 -1.210
C -0.6945 -3.2410 -1.2688 0.090
S -2.0682 -4.1455 -1.5962 -0.259
S 0.8794 -4.0699 -1.5262 -0.270
C 2.2595 -2.8747 -1.3160 0.181
C 3.4225 -3.6531 -0.5557 0.087
C 4.6708 -3.9108 -1.4571 -1.389
H -0.7122 0.1198 3.7779 0.304
H -2.1422 1.1704 4.1187 0.346
H -2.2743 -0.6739 4.1382 0.350
H -1.8820 1.1931 1.7401 0.350
H -3.1603 -0.0847 1.8817 -0.233
H -0.2640 -0.2665 0.9774 -0.203
H -0.5832 -1.4473 2.2873 0.513
H -1.7374 -2.8471 0.9180 0.467
H -2.7218 -1.5498 0.2112 0.385
H -2.4799 -0.8727 -1.7697 0.168
H -1.2163 -1.5474 -2.8265 0.540
H -0.8487 0.7489 -2.9606 0.577
H -1.3099 1.0828 -1.2170 -0.073
H 1.0423 0.5862 -0.5245 0.126
H 1.2033 -0.5896 -1.9130 -0.649
H 2.6326 1.0680 -2.5311 0.145
H 1.0940 1.5790 -3.4292 0.488
H 1.0768 2.7684 -0.7351 0.083
H 3.1758 3.9424 -0.5149 0.439
H 3.8909 3.1644 -1.9654 0.385
H 4.6878 3.2321 0.9468 0.297
H 5.5163 2.6251 -0.5031 0.309
H 6.5821 1.3150 1.1409 0.251
H 5.2665 1.5287 2.3157 0.162
H 3.7374 -1.5513 1.1932 -0.473
H 3.0846 0.0880 1.2858 0.033
H 4.4594 0.1901 3.6770 0.372
H 3.0283 -0.8505 3.5230 0.285
H 4.6556 -1.5800 3.4694 0.287
H 2.6730 -2.5746 -2.3017 0.406
H 2.0044 -1.9913 -0.7048 -0.173
H 3.7648 -2.9994 0.2767 -0.233
H 3.0481 -4.6061 -0.1240 0.446
H 5.4577 -4.3853 -0.8228 0.403
H 4.4871 -4.5930 -2.3085 0.324
H 5.1064 -2.9360 -1.7724 0.346
C -6.4086 2.8081 -1.0554 -0.565
C -7.3633 1.6154 -0.9458 -0.586
C -6.5576 0.4325 -0.3992 -0.769
S -5.2390 1.1387 0.5885 1.175
O -3.9830 0.8348 -0.0490 -0.479
O -5.4830 0.8584 1.9847 -0.759
C -5.6403 2.8473 0.2603 -0.825
H -6.9441 3.7410 -1.2336 0.361
H -5.7167 2.6515 -1.8871 0.294
H -8.1740 1.8602 -0.2539 0.288
H -7.8168 1.3712 -1.9070 0.321
H -7.1662 -0.2163 0.2276 0.379
H -6.1017 -0.1469 -1.2014 0.374
H -4.7270 3.4371 0.2082 0.389
H -6.2719 3.2023 1.0758 0.386
```


[2]
Below is C22H45ClGaO33S8 as an isolated structure in a non-equilibrium geometry, with properties calculated with the ωB97M-V functional and the def2-TZVPD basis.

Values from the calculation:
E_HOMO in eV: -5.47
Total charge: -1
Energy relative to the best compared isomer or geometry (same formula, charge and spin) in kJ/mol: 65.0
Molar mass in g/mol: 1199.3

```
110
Properties=species:S:1:pos:R:3:mulliken_charge:R:1
C 1.1741 0.3860 0.9354 -1.279
C 0.5581 1.5412 0.1445 0.329
Cl 0.6192 3.0270 1.2125 -0.323
C -0.8547 1.3150 -0.4234 -1.179
Ga -1.9195 -0.2414 0.3731 0.507
C -1.2769 -1.9622 -0.5702 -1.119
C -3.9662 -0.0398 0.0368 -0.765
C -4.5146 1.2003 0.5609 -0.081
O -4.8387 2.1006 -0.0793 -0.488
H 2.2547 0.4723 0.8189 0.414
H 0.9179 -0.5981 0.5864 0.055
H 1.0116 0.4618 2.0000 0.355
H 1.2058 1.7241 -0.7019 0.352
H -1.4465 2.2142 -0.2770 0.529
H -0.7457 1.1514 -1.4943 0.396
H -1.7110 -0.3008 1.9637 -0.346
H -2.0669 -2.6995 -0.6722 0.379
H -0.9019 -1.6744 -1.5524 0.276
H -0.4482 -2.3576 0.0053 0.151
H -4.2422 -0.1185 -1.0119 0.105
H -4.4586 -0.8589 0.5602 0.403
H -4.6665 1.2910 1.6440 0.422
C 4.8586 -1.5123 3.2895 -0.385
C 5.4141 -2.9024 3.0971 0.017
O 4.5512 -3.5015 2.1055 -0.323
S 4.0440 -2.3511 1.1002 1.053
O 4.8577 -2.3748 -0.0535 -0.532
O 2.6313 -2.4066 1.0376 -0.450
O 4.4616 -1.0853 1.9861 -0.254
H 3.9729 -1.5199 3.9285 0.320
H 5.5959 -0.8309 3.7023 0.318
H 5.4058 -3.4834 4.0152 0.339
H 6.4323 -2.8487 2.7023 0.030
C -7.9364 0.4812 -1.7989 -0.139
C -6.8436 0.9899 -2.7030 -0.035
O -6.9816 0.2207 -3.9107 -0.333
S -8.5279 -0.1265 -4.1412 1.108
O -9.0731 0.8090 -5.0482 -0.549
O -8.6492 -1.5185 -4.3342 -0.536
O -9.0542 0.2419 -2.6694 -0.348
H -7.6569 -0.4650 -1.3326 0.295
H -8.2004 1.1980 -1.0285 0.181
H -5.8557 0.8594 -2.2719 0.000
H -6.9932 2.0415 -2.9538 0.285
C -7.6894 4.6636 1.7473 0.099
C -6.2275 5.0263 1.7701 -0.253
O -6.0718 5.8351 2.9488 -0.339
S -7.1022 5.3344 4.0703 1.076
O -6.4252 4.4714 4.9560 -0.527
O -7.8445 6.4468 4.5230 -0.536
O -8.0399 4.4392 3.1196 -0.337
H -8.2984 5.4882 1.3720 0.008
H -7.8818 3.7741 1.1551 0.214
H -5.9216 5.5748 0.8859 0.312
H -5.6013 4.1397 1.8799 0.277
C 10.0046 -2.7461 -0.9223 -0.259
C 9.8328 -3.9076 0.0238 -0.120
O 9.8197 -3.3110 1.3289 -0.377
S 9.1681 -1.8439 1.2392 0.886
O 7.8033 -1.8939 1.6134 -0.381
O 10.0647 -0.9360 1.8369 -0.578
O 9.2286 -1.6808 -0.3499 -0.348
H 11.0433 -2.4101 -0.9697 0.305
H 9.6588 -2.9860 -1.9178 0.274
H 10.6324 -4.6367 -0.0573 0.342
H 8.8724 -4.4032 -0.1337 0.186
C 3.2135 5.9831 2.1634 -0.204
C 3.8101 5.7166 0.8041 -0.269
O 5.1234 6.2963 0.8671 -0.326
S 5.6861 6.1707 2.3648 1.090
O 6.5256 5.0400 2.4387 -0.514
O 6.1066 7.4493 2.7892 -0.541
O 4.2987 5.8135 3.0861 -0.322
H 2.8552 7.0113 2.2454 0.281
H 2.4033 5.2993 2.3965 0.213
H 3.2318 6.1614 0.0014 0.314
H 3.9183 4.6463 0.6221 0.279
C -12.1990 7.4264 -0.2070 -0.377
C -11.2540 6.5856 0.6196 -0.345
O -9.9767 6.7526 -0.0075 -0.241
S -9.8821 8.2327 -0.6333 1.091
O -9.1983 9.0627 0.2756 -0.529
O -9.5070 8.1193 -1.9856 -0.534
O -11.4472 8.5916 -0.5579 -0.312
H -12.4836 6.9140 -1.1279 0.293
H -13.0930 7.7032 0.3431 0.307
H -11.5372 5.5379 0.6384 0.333
H -11.1804 6.9595 1.6430 0.302
C 7.9110 -7.6072 -3.1371 -0.380
C 6.8583 -7.0473 -2.2139 -0.192
O 7.2142 -5.6603 -2.0619 -0.240
S 7.8900 -5.1401 -3.4207 1.124
O 6.9256 -4.4712 -4.1947 -0.572
O 9.1369 -4.5622 -3.0805 -0.597
O 8.1665 -6.5715 -4.0879 -0.328
H 8.8408 -7.8091 -2.6011 0.284
H 7.5803 -8.5111 -3.6383 0.329
H 6.8397 -7.5484 -1.2516 0.313
H 5.8689 -7.0985 -2.6664 0.188
C 2.5793 -6.9209 -2.0872 -0.341
C 1.4147 -7.2573 -1.1892 -0.374
O 1.5273 -8.6768 -0.9633 -0.299
S 3.0676 -9.0891 -0.9571 1.071
O 3.5138 -9.1585 0.3801 -0.537
O 3.2498 -10.1529 -1.8690 -0.552
O 3.6561 -7.7446 -1.6101 -0.218
H 2.3751 -7.1930 -3.1247 0.289
H 2.8502 -5.8704 -2.0363 0.366
H 0.4607 -7.0152 -1.6387 0.315
H 1.4975 -6.7545 -0.2270 0.285
```


[3]
Below is a 3-piece molecular cluster, C22H45ClNO2 overall in a non-equilibrium geometry, with properties calculated with the ωB97M-V functional and the def2-TZVPD basis.

Values from the calculation:
E_HOMO in eV: -3.03
Total charge: -1
Molar mass in g/mol: 391.1

```
71
Properties=species:S:1:pos:R:3:mulliken_charge:R:1
C 6.4429 -2.1084 1.7994 -1.212
C 6.0363 -1.9682 0.3340 -0.475
C 4.8240 -1.0534 0.0999 -0.133
C 5.0373 0.0440 -0.9472 -0.726
C 4.1323 -0.0410 -2.1675 -1.195
C 2.6507 -0.1144 -1.8514 0.254
C 2.1130 1.1474 -1.1912 -0.690
C 0.6232 1.4091 -1.4425 -0.496
C -0.2663 1.0405 -0.2669 -0.736
C -0.3037 -0.4598 -0.0159 0.725
C -1.4657 -1.1659 -0.7306 -0.876
N -1.1958 -2.4413 -1.3429 -0.627
C -0.7805 -3.4346 -0.5578 0.190
Cl -2.1789 -4.1967 0.6626 -0.478
C -0.2986 -4.5976 -1.3936 -0.827
C 1.1285 -4.3493 -1.8756 -0.770
H 5.6361 -1.8392 2.4666 0.385
H 7.2875 -1.4738 2.0360 0.290
H 6.7484 -3.1192 2.0294 0.314
H 6.8891 -1.6079 -0.2280 0.327
H 5.8115 -2.9561 -0.0425 0.340
H 4.5902 -0.5861 1.0468 0.269
H 3.9808 -1.6794 -0.1517 -0.041
H 6.0587 -0.0342 -1.2998 0.504
H 4.9445 1.0252 -0.4964 0.270
H 4.4086 -0.9063 -2.7628 0.345
H 4.3006 0.8318 -2.7905 0.391
H 2.1031 -0.2822 -2.7703 0.440
H 2.4582 -0.9873 -1.2450 -0.428
H 2.6843 1.9893 -1.5702 0.537
H 2.2452 1.0959 -0.1167 0.260
H 0.4979 2.4707 -1.6223 0.151
H 0.2907 0.8541 -2.3129 0.329
H 0.1295 1.5478 0.6115 0.417
H -1.2596 1.4442 -0.4125 0.061
H 0.5983 -0.9316 -0.3833 -0.712
H -0.3463 -0.6833 1.0451 0.340
H -1.7773 -0.5019 -1.5377 0.342
H -2.3190 -1.2035 -0.0422 0.359
H 0.0069 -3.1848 0.1661 0.167
H -0.3231 -5.5181 -0.8245 0.365
H -0.9592 -4.6426 -2.2471 0.384
H 1.6817 -5.2791 -1.9596 0.378
H 1.1325 -3.8758 -2.8471 0.236
H 1.6538 -3.6822 -1.2021 0.018
C -4.3851 5.1148 -1.0348 -0.594
C -3.2159 5.7302 -1.8025 -0.579
C -2.0212 5.1250 -1.0745 -0.465
O -2.4370 3.8441 -0.6122 -0.282
C -3.8571 3.7149 -0.7445 -0.391
H -5.3199 5.1028 -1.5929 0.350
H -4.5514 5.6583 -0.1021 0.267
H -3.2330 5.3963 -2.8421 0.282
H -3.2064 6.8197 -1.7947 0.342
H -1.7321 5.7368 -0.2114 0.290
H -1.1479 5.0018 -1.7167 0.242
H -4.0729 3.0297 -1.5709 0.288
H -4.2647 3.2895 0.1666 0.251
C -2.9718 -0.8111 3.4723 -0.325
C -4.2448 -1.5549 3.8675 -0.589
C -5.2302 -0.4034 4.0373 -0.519
O -4.8253 0.6126 3.1209 -0.436
C -3.5228 0.2996 2.6008 -0.010
H -2.2495 -1.4304 2.9425 0.197
H -2.4860 -0.3893 4.3566 0.318
H -4.5565 -2.2108 3.0533 0.244
H -4.1415 -2.1569 4.7694 0.376
H -5.1914 0.0041 5.0559 0.263
H -6.2616 -0.6860 3.8191 0.278
H -3.6223 -0.0264 1.5618 0.018
H -2.9041 1.1940 2.6262 0.218
```